[1]
{"formula": "C6H11N", "method": "the ωB97M-V functional and the def2-TZVPD basis", "lumo_energy_ev": 1.075, "de_lowest_kj_mol": 320.5, "max_force_ha_per_bohr": 0.0946, "e_tot_ev": -7887.2097, "symbols": ["C", "C", "C", "C", "C", "C", "N", "H", "H", "H", "H", "H", "H", "H", "H", "H", "H", "H"], "xyz": [[-1.28108, 0.19320, -0.03317], [0.43049, -0.81557, 0.19307], [0.76023, 0.57786, -0.42020], [-2.69670, 0.09330, 0.23573], [0.83956, -0.94067, 1.62916], [1.54316, 0.68336, -1.74078], [-0.60337, 1.14603, -0.44325], [0.73377, -1.61703, -0.53958], [1.35576, 1.24028, 0.21684], [-3.28145, 0.27499, -0.62194], [-2.98311, 0.86901, 0.94885], [-3.03817, -0.89660, 0.72130], [0.58183, 0.03291, 2.16607], [1.94488, -1.17708, 1.85235], [0.26079, -1.71847, 2.12811], [2.62548, 0.28006, -1.75682], [1.86434, 1.66557, -2.09402], [0.94361, 0.10883, -2.44171]], "forces_ev_per_angstrom": [[3.6250, -3.2029, 0.5373], [-1.6589, 1.7032, -1.5530], [0.9004, 1.6986, 0.1217], [-1.3674, -1.6473, 2.4219], [0.5284, 0.4844, 1.3778], [1.2623, -1.3100, -0.2602], [1.0653, 1.3114, -1.1115], [-0.7366, 0.3782, 1.0697], [-0.1573, -0.3291, 0.7646], [-0.6098, 0.0350, -1.2562], [0.1039, 0.0823, 0.0827], [0.7738, 1.4370, -0.9452], [0.4433, -1.2121, -0.6376], [-1.4686, 0.4035, -0.7015], [0.0525, -0.1057, 0.0422], [-1.7740, -0.3919, 0.7432], [-1.2948, 0.4021, 0.1047], [0.3125, 0.2634, -0.8007]], "mulliken_charge": [0.457, 0.084, 0.271, -1.000, -1.204, -1.323, -0.598, 0.332, 0.275, 0.305, 0.279, 0.252, 0.300, 0.304, 0.338, 0.286, 0.329, 0.314]}



[2]
{"formula": "C5H10OS", "method": "the ωB97M-V functional and the def2-TZVPD basis", "lumo_energy_ev": 0.839, "smiles": "CO/C=C(/C)SC", "de_lowest_kj_mol": 186.8, "max_force_ha_per_bohr": 0.0512, "e_tot_ev": -18227.9625, "symbols": ["C", "O", "C", "C", "C", "S", "C", "H", "H", "H", "H", "H", "H", "H", "H", "H", "H"], "xyz": [[2.32983, -1.09348, 0.11338], [2.19498, 0.35613, 0.08589], [1.08518, 1.06008, 0.10012], [-0.21856, 0.74285, 0.00031], [-1.25887, 1.82517, 0.04528], [-0.95847, -0.70345, -0.68504], [-1.91916, -1.18568, 0.75668], [1.76548, -1.49165, 0.95158], [2.02892, -1.60309, -0.88413], [3.44737, -1.16915, 0.25129], [1.27460, 2.14802, 0.46498], [-0.74506, 2.72813, 0.42581], [-2.08237, 1.55098, 0.76916], [-1.60825, 2.16538, -0.97989], [-1.21489, -1.38728, 1.52744], [-2.69166, -0.50221, 1.06844], [-2.50889, -2.12662, 0.58408]], "forces_ev_per_angstrom": [[0.6677, 0.4633, -1.5713], [1.2116, -0.7968, -0.3885], [-1.3359, 1.6000, 1.6060], [-0.2836, 0.2984, -1.2636], [0.1845, 1.5153, 0.4542], [0.2836, -0.7770, -0.1355], [-1.0698, -1.4893, -0.4591], [-0.0051, -0.1701, -0.0056], [0.3293, 0.9956, 1.7163], [-1.3463, -0.3902, -0.0270], [-0.0231, -1.9110, -0.9340], [-0.4913, -0.1606, 0.2288], [0.6549, 0.5135, -1.1244], [-0.0158, -0.9434, 1.1959], [0.3089, -0.0793, 0.9062], [0.0717, 0.6822, 0.0606], [0.8588, 0.6495, -0.2589]], "mulliken_charge": [-0.630, -0.352, -0.162, 0.569, -1.156, -0.109, -0.851, 0.306, 0.281, 0.223, 0.139, 0.333, 0.297, 0.243, 0.279, 0.267, 0.322]}



[3]
{"formula": "C2H2F4N2", "method": "the ωB97M-V functional and the def2-TZVPD basis", "lumo_energy_ev": -0.069, "smiles": "C=C(N(F)F)N(F)F", "de_lowest_kj_mol": 701.2, "max_force_ha_per_bohr": 0.0671, "e_tot_ev": -15947.4996, "symbols": ["C", "C", "N", "F", "F", "N", "F", "F", "H", "H"], "xyz": [[-1.41854, -0.18448, 0.14037], [-0.12711, -0.16604, -0.01754], [0.58877, -1.37045, 0.12674], [1.24750, -1.78182, -1.05315], [1.70680, -1.01307, 0.89228], [0.87978, 1.13956, -0.27499], [0.85749, 1.84268, 0.95498], [0.11566, 2.00584, -1.03892], [-1.93013, 0.74394, -0.02104], [-1.92023, -1.21616, 0.29126]], "forces_ev_per_angstrom": [[-1.0046, -1.4099, -0.3223], [2.7669, 1.9301, -0.7340], [1.4221, -0.7884, 0.3907], [-0.8020, 0.7575, 0.1622], [-0.2964, -0.1976, 0.1852], [-2.2285, -1.4459, 0.9769], [0.0620, -0.7957, -0.5319], [-0.0594, -0.3119, -0.1976], [-0.6265, 0.1134, 0.2342], [0.7664, 2.1484, -0.1634]], "mulliken_charge": [-0.608, 0.508, 0.077, -0.176, -0.182, 0.117, -0.159, -0.167, 0.311, 0.279]}